a) # C18H18N2

A cluster of 2 separate species, C18H18N2 in total (ωB97M-V/def2-TZVPD, the Open Molecules 2025 dataset).

Output
HOMO level = -7.59 eV
HOMO-LUMO gap = 8.36 eV
SMILES = Cc1c[nH]c2ccccc12.Cc1c[nH]c2ccccc12

Last column: natural (NBO) charge in e.
Cartesian coordinates (Å):
1 C -4.228 -1.520 -0.244  -0.63
2 C -3.328 -1.578 0.914  -0.06
3 C -3.227 -2.567 1.847  -0.06
4 N -2.081 -2.303 2.643  -0.53
5 C -1.482 -1.173 2.233  0.15
6 C -0.495 -0.312 2.750  -0.22
7 C -0.120 0.784 2.076  -0.23
8 C -0.641 1.137 0.783  -0.23
9 C -1.694 0.372 0.337  -0.21
10 C -2.201 -0.711 1.081  -0.11
11 H -5.002 -2.285 -0.168  0.22
12 H -3.641 -1.572 -1.160  0.22
13 H -4.605 -0.489 -0.357  0.22
14 H -3.980 -3.241 2.231  0.21
15 H -1.823 -2.936 3.386  0.41
16 H -0.159 -0.549 3.764  0.20
17 H 0.605 1.505 2.460  0.21
18 H -0.154 2.003 0.357  0.23
19 H -2.025 0.637 -0.673  0.21
20 C 3.332 0.175 1.122  -0.64
21 C 2.703 -0.030 -0.212  -0.09
22 C 2.205 -1.217 -0.716  -0.02
23 N 1.521 -0.958 -1.886  -0.52
24 C 1.495 0.400 -2.174  0.14
25 C 1.027 1.092 -3.281  -0.25
26 C 1.112 2.486 -3.184  -0.22
27 C 1.728 3.082 -2.095  -0.25
28 C 2.376 2.384 -1.084  -0.19
29 C 2.322 0.985 -1.160  -0.09
30 H 3.376 1.283 1.200  0.22
31 H 4.233 -0.405 1.314  0.22
32 H 2.674 0.008 1.976  0.22
33 H 2.104 -2.120 -0.138  0.21
34 H 1.029 -1.691 -2.360  0.41
35 H 0.384 0.595 -3.998  0.21
36 H 0.714 3.037 -4.015  0.21
37 H 1.665 4.152 -1.937  0.21
38 H 2.875 2.873 -0.259  0.21

b) # C18H18N2

A cluster of 2 separate species, C18H18N2 in total (ωB97M-V/def2-TZVPD, the Open Molecules 2025 dataset).

Output
HOMO level = -7.67 eV
HOMO-LUMO gap = 8.46 eV
SMILES = Cc1c[nH]c2ccccc12.Cc1c[nH]c2ccccc12

Last column: natural (NBO) charge in e.
Cartesian coordinates (Å):
1 C -2.959 -1.444 -3.139  -0.63
2 C -2.023 -1.527 -1.976  -0.09
3 C -0.792 -0.938 -1.924  -0.03
4 N -0.404 -0.844 -0.606  -0.52
5 C -1.274 -1.542 0.198  0.13
6 C -1.449 -1.573 1.579  -0.23
7 C -2.627 -1.997 2.151  -0.22
8 C -3.657 -2.493 1.322  -0.24
9 C -3.544 -2.374 -0.047  -0.20
10 C -2.380 -1.872 -0.628  -0.08
11 H -3.984 -1.183 -2.871  0.22
12 H -3.084 -2.371 -3.712  0.21
13 H -2.583 -0.704 -3.845  0.21
14 H -0.261 -0.521 -2.762  0.21
15 H 0.516 -0.592 -0.276  0.42
16 H -0.623 -1.296 2.225  0.20
17 H -2.747 -1.981 3.224  0.21
18 H -4.431 -3.120 1.745  0.21
19 H -4.360 -2.610 -0.723  0.21
20 C 1.675 -0.292 2.463  -0.65
21 C 2.425 0.484 1.419  -0.10
22 C 3.663 0.145 0.967  -0.04
23 N 3.968 0.975 -0.106  -0.52
24 C 3.065 2.015 -0.169  0.15
25 C 3.035 3.071 -1.093  -0.25
26 C 1.869 3.806 -1.038  -0.20
27 C 0.792 3.517 -0.192  -0.25
28 C 0.870 2.468 0.692  -0.17
29 C 2.030 1.684 0.751  -0.12
30 H 0.612 -0.082 2.536  0.22
31 H 2.317 -0.227 3.318  0.23
32 H 1.495 -1.332 2.158  0.22
33 H 4.470 -0.492 1.292  0.22
34 H 4.872 1.039 -0.530  0.40
35 H 3.896 3.287 -1.707  0.22
36 H 1.675 4.565 -1.790  0.21
37 H -0.096 4.129 -0.246  0.22
38 H 0.035 2.220 1.340  0.21

Stability, lowest: a)

a) # C3H13NO3

A cluster of 4 separate species, C3H13NO3 in total (ωB97M-V/def2-TZVPD, the Open Molecules 2025 dataset).

Output
Total charge = +1
HOMO level (alpha / beta) = -13.24 / -13.24 eV
HOMO-LUMO gap (alpha / beta) = 9.17 / 5.74 eV
Multiplicity = 2
⟨S²⟩ = 0.776

Last column: natural (NBO) charge in e.
Cartesian coordinates (Å):
1 C 3.189 -0.594 -0.649  -0.21
2 C 2.358 -0.925 0.393  0.03
3 N 1.083 -1.223 0.300  -0.31
4 C 0.181 -1.087 1.415  -0.45
5 H 2.894 -0.314 -1.644  0.24
6 H 4.248 -0.586 -0.442  0.24
7 H 2.745 -0.792 1.408  0.24
8 H 0.737 -1.833 -0.439  0.45
9 H -0.429 -1.985 1.483  0.24
10 H 0.691 -0.981 2.359  0.23
11 H -0.509 -0.265 1.246  0.27
12 H 1.610 2.598 0.307  0.49
13 H 2.507 1.600 -0.501  0.46
14 O 1.957 2.386 -0.567  -0.92
15 H 0.661 1.338 -1.128  0.48
16 H -0.425 1.160 -2.187  0.49
17 O 0.026 0.683 -1.470  -1.00
18 H -6.685 -0.660 1.025  0.46
19 H -7.334 -0.022 -0.145  0.46
20 O -7.319 0.047 0.819  -0.92

b) # C3H13NO3

A cluster of 4 separate species, C3H13NO3 in total (ωB97M-V/def2-TZVPD, the Open Molecules 2025 dataset).

Output
Total charge = +1
HOMO level (alpha / beta) = -14.73 / -14.74 eV
HOMO-LUMO gap (alpha / beta) = 11.09 / 7.56 eV
Multiplicity = 2
⟨S²⟩ = 0.770

Last column: natural (NBO) charge in e.
Cartesian coordinates (Å):
1 C -1.842 -0.008 0.815  -0.18
2 C -0.810 0.726 1.343  0.06
3 N 0.455 0.766 0.978  -0.36
4 C 1.498 1.235 1.910  -0.44
5 H -1.950 -0.532 -0.127  0.24
6 H -2.747 -0.133 1.404  0.24
7 H -0.971 1.340 2.201  0.23
8 H 0.907 0.347 0.158  0.45
9 H 2.302 0.489 1.974  0.24
10 H 1.872 2.180 1.524  0.25
11 H 1.127 1.175 2.930  0.24
12 H 1.934 -1.909 -1.057  0.50
13 H 1.324 -2.254 0.245  0.48
14 O 1.079 -1.816 -0.583  -0.97
15 H -0.334 1.342 -3.601  0.48
16 H 0.079 1.487 -2.129  0.44
17 O 0.052 1.952 -2.966  -0.92
18 H -1.165 -2.372 -0.924  0.47
19 H -1.182 -1.699 -2.336  0.47
20 O -1.629 -2.317 -1.757  -0.93

Stability, lowest: b)

a) # CH2NO3S

The ion CH2NO3S with charge -1 (ωB97M-V/def2-TZVPD, the Open Molecules 2025 dataset).

Output
Total charge = -1
HOMO level = -3.40 eV
HOMO-LUMO gap = 7.67 eV

Last column: natural (NBO) charge in e.
Cartesian coordinates (Å):
1 C -0.224 -1.054 0.568  0.01
2 N -0.735 -0.065 -0.280  -0.41
3 O 0.386 1.347 -2.062  -1.02
4 O 1.411 1.483 0.181  -1.04
5 O -1.333 -0.322 1.023  -0.44
6 S 0.213 1.559 -0.646  1.59
7 H -0.606 -1.999 0.276  0.14
8 H 0.887 -0.949 0.940  0.17

b) # CH2NO3S

A cluster of 2 separate species, CH2NO3S in total (ωB97M-V/def2-TZVPD, the Open Molecules 2025 dataset).

Output
Total charge = -1
HOMO level = -2.58 eV
HOMO-LUMO gap = 6.44 eV

Last column: natural (NBO) charge in e.
Cartesian coordinates (Å):
1 C 0.914 0.140 -1.165  1.04
2 N 0.281 -0.476 0.879  -0.69
3 O -0.817 -1.378 0.621  -0.65
4 O 2.002 0.456 -1.021  -0.57
5 O -0.076 -0.216 -1.661  -0.64
6 S -0.165 0.920 1.647  0.06
7 H -1.130 1.470 0.897  0.00
8 H -1.009 -0.917 -0.198  0.46

Stability, lowest: a)

a) # C2H3BrO

A cluster of 2 separate species, C2H3BrO in total (ωB97M-V/def2-TZVPD, the Open Molecules 2025 dataset).

Output
HOMO level (alpha / beta) = -8.54 / -8.54 eV
HOMO-LUMO gap (alpha / beta) = 8.96 / 8.96 eV

Last column: natural (NBO) charge in e.
Cartesian coordinates (Å):
1 C 0.940 0.812 -0.076  0.49
2 C -0.612 -0.787 0.188  -0.60
3 O 2.044 0.399 -0.296  -0.48
4 Br -2.286 0.008 -0.402  0.00
5 H 0.574 1.722 -0.141  0.12
6 H -0.124 -1.392 -0.585  0.23
7 H -0.537 -0.762 1.311  0.24

b) # C2H3BrO

A cluster of 2 separate species, C2H3BrO in total (ωB97M-V/def2-TZVPD, the Open Molecules 2025 dataset).

Output
HOMO level (alpha / beta) = -7.50 / -7.29 eV
HOMO-LUMO gap (alpha / beta) = 3.98 / 3.46 eV

Last column: natural (NBO) charge in e.
Cartesian coordinates (Å):
1 C 2.794 0.288 -1.948  0.37
2 C 0.500 -0.135 0.713  -0.28
3 O 3.633 -0.462 -1.692  -0.50
4 Br 3.137 2.301 -1.799  -0.14
5 H 0.852 0.197 1.600  0.16
6 H 1.221 -0.528 -0.109  0.20
7 H -0.572 -0.086 0.541  0.18

Stability, lowest: b)

a) # C4H14N2O2

A cluster of 2 separate species, C4H14N2O2 in total (ωB97M-V/def2-TZVPD, the Open Molecules 2025 dataset).

Output
HOMO level = -8.59 eV
HOMO-LUMO gap = 9.45 eV
SMILES = C[C@@H](N)CNCO.O

Last column: natural (NBO) charge in e.
Cartesian coordinates (Å):
1 C 2.927 0.045 0.786  -0.62
2 C 1.426 0.332 0.833  -0.07
3 N 1.087 1.462 -0.040  -0.87
4 C 0.693 -0.927 0.320  -0.21
5 N -0.601 -1.249 0.949  -0.65
6 C -1.793 -0.785 0.297  0.09
7 O -2.198 0.476 0.786  -0.74
8 H 3.564 0.910 0.936  0.21
9 H 3.141 -0.775 1.477  0.21
10 H 3.208 -0.419 -0.169  0.21
11 H 1.130 0.571 1.854  0.18
12 H 0.427 2.109 0.366  0.37
13 H 1.867 1.976 -0.432  0.37
14 H 1.298 -1.827 0.450  0.18
15 H 0.501 -0.770 -0.734  0.19
16 H -0.580 -1.036 1.933  0.36
17 H -1.660 -0.810 -0.790  0.15
18 H -2.532 -1.586 0.422  0.15
19 H -2.560 0.988 0.064  0.48
20 O -1.239 0.409 -3.177  -0.95
21 H -1.548 -0.300 -3.739  0.47
22 H -0.616 0.072 -2.537  0.48

b) # C4H14N2O2

A cluster of 3 separate species, C4H14N2O2 in total (ωB97M-V/def2-TZVPD, the Open Molecules 2025 dataset).

Output
HOMO level = -7.95 eV
HOMO-LUMO gap = 4.49 eV

Last column: natural (NBO) charge in e.
Cartesian coordinates (Å):
1 C 1.237 1.426 0.099  -0.06
2 C -0.288 1.260 -0.206  -0.53
3 C -0.250 0.522 -1.560  -0.24
4 N -1.685 0.353 -1.964  -0.86
5 N 1.579 0.372 1.269  -0.55
6 C 1.424 -1.121 1.211  0.07
7 O 0.217 -1.539 0.725  -0.77
8 H 1.829 0.335 -0.176  0.33
9 H 1.496 2.442 0.431  0.27
10 H -0.767 0.622 0.526  0.32
11 H -1.025 2.119 -0.572  0.26
12 H 0.177 1.096 -2.478  0.20
13 H 0.240 -0.529 -1.522  0.23
14 H -1.954 -0.247 -1.113  0.44
15 H -2.180 1.243 -2.001  0.33
16 H 2.603 0.665 1.421  0.38
17 H 2.168 -1.609 0.611  0.18
18 H 1.516 -1.520 2.204  0.20
19 H 2.921 0.546 -1.293  0.05
20 H -2.973 -1.439 0.762  0.46
21 H -0.743 -1.220 1.041  0.54
22 O -2.131 -0.974 0.495  -1.25

Stability, lowest: b)